The following is a DFT calculation (ωB97M-V with the def2-TZVPD basis set) of C36H72Cu2O20S3 as an isolated structure in a non-equilibrium geometry.

Last column: Löwdin charge in e.
Element x y z (Å)
Cu: -9.78127 -9.37600 23.87549  0.889
Cu: -6.36574 -12.54648 21.18198  0.890
S: -7.96236 -10.93953 22.60052  0.267
O: -9.00902 -11.24299 23.53408  -0.288
O: -8.08041 -9.49043 22.59405  -0.300
O: -6.63685 -11.41321 22.97460  -0.255
O: -8.17887 -11.54206 21.29413  -0.261
C: -9.89404 -4.91218 24.57987  -0.172
C: -8.86350 -5.10665 23.51412  -0.131
C: -8.26828 -6.47418 23.85934  -0.135
O: -9.42205 -7.22781 24.37787  -0.209
C: -10.32896 -6.25007 24.98246  -0.171
H: -10.71552 -4.35308 24.13190  0.126
H: -9.60497 -4.25993 25.40394  0.131
H: -8.17362 -4.28254 23.33238  0.134
H: -9.36816 -5.25669 22.55970  0.101
H: -7.56340 -6.39429 24.68691  0.121
H: -7.68225 -6.92324 23.05746  0.120
H: -10.23780 -6.29405 26.06775  0.112
H: -11.35653 -6.53536 24.75707  0.126
C: -3.55192 -9.61286 19.87394  -0.141
C: -4.67261 -8.74641 19.29913  -0.090
C: -5.96639 -9.49575 19.79264  -0.162
O: -5.52857 -10.68635 20.36109  -0.219
C: -4.23766 -10.50166 20.86107  -0.220
H: -2.81874 -8.93946 20.31786  0.129
H: -3.07739 -10.26300 19.13893  0.123
H: -4.68794 -8.83801 18.21309  0.115
H: -4.54853 -7.70324 19.58981  0.121
H: -6.67125 -9.69123 18.98452  0.133
H: -6.57422 -8.97197 20.53042  0.100
H: -3.72788 -11.42618 21.13219  0.132
H: -4.28488 -9.97994 21.81693  0.123
C: -7.69244 -13.48998 26.56859  -0.143
C: -8.80433 -14.11162 27.42832  -0.156
C: -8.68721 -15.57532 27.21354  -0.163
O: -7.92903 -15.70392 25.97564  -0.153
C: -6.94664 -14.69800 25.97016  -0.212
H: -7.00156 -12.87835 27.14885  0.101
H: -8.13683 -12.85850 25.79929  0.088
H: -9.82310 -13.82156 27.17128  0.094
H: -8.61411 -13.77452 28.44728  0.119
H: -9.66125 -16.03409 27.04359  0.122
H: -8.22746 -16.21382 27.96789  0.127
H: -6.70015 -14.48291 24.93041  0.095
H: -6.11621 -15.11054 26.54314  0.132
C: -6.20375 -14.47766 17.21545  -0.125
C: -7.63046 -13.89239 17.13083  -0.117
C: -7.84871 -13.40917 18.58545  -0.188
O: -6.59124 -13.10554 19.11864  -0.217
C: -5.54471 -13.48786 18.20452  -0.142
H: -5.68009 -14.54727 16.26201  0.127
H: -6.14383 -15.49153 17.61112  0.120
H: -8.31398 -14.71094 16.90529  0.126
H: -7.73583 -13.06013 16.43487  0.124
H: -8.18786 -14.28097 19.14497  0.126
H: -8.54761 -12.57483 18.52610  0.134
H: -4.66279 -13.82141 18.75140  0.131
H: -5.23686 -12.62730 17.61058  0.129
C: -12.80453 -11.46015 21.19817  -0.134
C: -13.48230 -10.13944 21.52439  -0.141
C: -13.02064 -9.82754 22.94501  -0.190
O: -11.73462 -10.33743 23.03929  -0.175
C: -11.58357 -11.42294 22.09366  -0.152
H: -12.49324 -11.64821 20.17063  0.124
H: -13.49129 -12.24942 21.50399  0.120
H: -14.55813 -10.12820 21.34965  0.130
H: -13.05504 -9.48555 20.76414  0.101
H: -13.75053 -10.38966 23.52758  0.138
H: -13.07971 -8.78396 23.25412  0.127
H: -11.58644 -12.39489 22.58701  0.102
H: -10.65666 -11.29215 21.53523  0.105
C: -11.77364 -11.29777 27.14034  -0.162
C: -12.08307 -9.96445 27.74566  -0.145
C: -12.02024 -9.00797 26.58945  -0.174
O: -11.19500 -9.61037 25.57994  -0.181
C: -10.83531 -10.98806 26.04894  -0.161
H: -12.67968 -11.73179 26.71746  0.132
H: -11.27911 -12.01496 27.79545  0.124
H: -11.27284 -9.76688 28.44750  0.115
H: -13.00542 -9.99426 28.32573  0.135
H: -11.63221 -8.06834 26.98266  0.113
H: -13.01429 -8.75980 26.21749  0.130
H: -9.80785 -11.15760 26.37094  0.111
H: -10.94418 -11.66496 25.20155  0.108
C: -11.18517 -6.27918 20.21785  -0.172
C: -9.89373 -6.74910 19.74542  -0.175
C: -9.75299 -8.07865 20.44138  -0.147
O: -10.48472 -7.91497 21.71899  -0.167
C: -11.54580 -6.99534 21.49265  -0.194
H: -11.88938 -6.50608 19.41740  0.129
H: -11.19007 -5.21538 20.45535  0.126
H: -9.02839 -6.18199 20.08845  0.119
H: -9.83724 -6.83041 18.65993  0.131
H: -8.69578 -8.31784 20.55626  0.088
H: -10.19063 -8.92373 19.90994  0.125
H: -11.71773 -6.29495 22.30996  0.115
H: -12.52104 -7.47558 21.41278  0.102
C: -7.09305 -8.74558 27.82508  -0.162
C: -6.14054 -8.72504 26.67751  -0.135
C: -6.85946 -9.31233 25.44885  -0.200
O: -8.18402 -9.31240 25.87110  -0.158
C: -8.31705 -8.53638 27.11843  -0.178
H: -6.83482 -7.98748 28.56447  0.148
H: -7.12708 -9.76696 28.20415  0.136
H: -5.28304 -9.36569 26.88335  0.100
H: -5.81978 -7.69753 26.50598  0.125
H: -6.62896 -10.37684 25.40685  0.110
H: -6.55613 -8.75491 24.56264  0.117
H: -9.14121 -8.86517 27.75147  0.124
H: -8.56329 -7.48080 27.00338  0.123
C: -10.32313 -15.54194 22.22982  -0.169
C: -9.72040 -14.47570 23.11892  -0.161
O: -10.58850 -14.32061 24.29991  -0.214
S: -12.06254 -15.08616 24.05149  0.751
O: -13.07555 -14.05404 24.23522  -0.250
O: -12.22567 -16.33248 24.83967  -0.236
O: -11.71403 -15.44632 22.47717  -0.205
H: -10.10061 -16.53131 22.62951  0.135
H: -10.02236 -15.58970 21.18323  0.135
H: -9.52769 -13.53358 22.60570  0.086
H: -8.74050 -14.83174 23.43694  0.118
C: -3.28352 -11.77139 24.62610  -0.197
C: -4.37275 -12.64434 25.19025  -0.209
O: -4.39505 -12.42826 26.56892  -0.202
S: -3.06893 -11.71771 27.10868  0.714
O: -2.05128 -12.76630 27.27540  -0.224
O: -3.27984 -10.65889 28.05647  -0.208
O: -2.77809 -10.97425 25.65453  -0.181
H: -3.66470 -11.10869 23.84917  0.114
H: -2.45667 -12.38910 24.27557  0.137
H: -4.34603 -13.68560 24.86906  0.133
H: -5.38476 -12.34208 24.92086  0.088

Properties
total charge = +2
electronic energy = -7394.39314 Eh
LUMO level (alpha / beta) = -6.7 / -9.3 eV
orbital gap (alpha / beta) = 6.8 / 4.2 eV
2S+1 = 3
HOMO level (alpha / beta) = -13.48 / -13.48 eV
energy above the lowest of the compared OMol25 structures with the same formula, charge and spin = 64.15 kJ/mol

The following is a DFT calculation (ωB97M-V with the def2-TZVPD basis set) of a 2-piece molecular cluster, C2H3N4 overall in a non-equilibrium geometry.

Last column: Löwdin charge in e.
Element x y z (Å)
C: 0.71425 1.14309 -1.08246  -0.100
C: -0.81783 -1.33097 1.11897  0.028
N: 1.09579 0.03733 -0.68784  0.047
N: -1.81235 -1.23494 1.68017  0.159
N: 0.43393 2.25715 -1.37097  0.325
N: 0.79048 -1.14646 -0.58808  0.176
H: -2.65925 -1.20845 2.21089  0.107
H: 0.78380 3.19106 -1.22976  0.140
H: 1.47119 -1.70783 -0.05093  0.118

Properties
total charge = +1
electronic energy = -296.58724 Eh
LUMO level = -6.8 eV
orbital gap = 8.3 eV
2S+1 = 1
HOMO level = -15.12 eV
energy above the lowest of the compared OMol25 structures with the same formula, charge and spin = 100.10 kJ/mol